This record from OMol25 describes C25H50AsF6O20 as an isolated structure at a distorted geometry. The level of theory is ωB97M-V/def2-TZVPD.

Atoms and positions in Å:
As -0.04390 0.56732 0.71572
F -1.17794 1.52013 -0.31630
F -1.46538 -0.01117 1.64334
F 0.98382 -0.33626 1.82271
F 1.36227 1.23464 -0.20132
F 0.14486 2.04627 1.77767
F -0.17967 -0.82616 -0.43588
C 0.08376 -1.13020 4.88822
O -1.10438 -1.28288 4.13633
H 0.04060 -1.20469 5.97481
H 0.86181 -1.78313 4.49269
H 0.37819 -0.08878 4.75837
H -1.17675 -0.67895 3.39361
C 3.45231 0.50164 3.23871
O 4.36247 0.99955 4.17398
H 2.98697 1.29403 2.65245
H 3.92983 -0.21545 2.57098
H 2.71671 -0.13571 3.72939
H 4.83505 1.73825 3.78336
C -0.12569 -3.70748 2.35499
O -1.23508 -3.76877 3.20347
H 0.83735 -4.00702 2.76841
H -0.36363 -4.44407 1.58758
H -0.00785 -2.74204 1.86290
H -1.14728 -2.99584 3.76602
C -4.22958 2.37400 1.30395
O -3.81276 2.56208 -0.05577
H -3.44116 2.77851 1.93867
H -5.19273 2.85505 1.47436
H -4.24669 1.29222 1.43648
H -2.97041 2.11337 -0.15925
C -1.66129 3.10907 4.48560
O -0.42151 3.28007 3.84250
H -1.78259 3.60148 5.45044
H -2.45426 3.37157 3.78533
H -1.85893 2.07616 4.77222
H -0.44179 2.84680 2.98608
C -3.58406 -1.51849 0.09383
C -2.93409 -2.93649 0.21940
C -3.83774 -3.78510 1.06099
O -3.65404 -5.03212 0.47609
C -3.29720 -4.82827 -0.81585
O -3.21242 -5.64051 -1.75758
O -2.99322 -3.55000 -0.99157
H -3.86530 -1.01699 1.01984
H -4.48290 -1.47498 -0.52123
H -2.89258 -0.85288 -0.42281
H -1.91162 -2.87660 0.59233
H -4.91078 -3.61553 0.97198
H -3.62799 -3.75668 2.13024
C 3.34931 -1.71076 -1.15379
C 4.11482 -2.00095 0.12699
C 3.43080 -3.15441 0.87109
O 4.44097 -4.12938 0.85777
C 5.58100 -3.61828 0.34799
O 6.64617 -4.23405 0.35939
O 5.42026 -2.39890 -0.12637
H 3.71990 -0.78803 -1.60027
H 2.27441 -1.60152 -1.00972
H 3.45169 -2.41218 -1.98182
H 4.22606 -1.11282 0.74905
H 2.48423 -3.41699 0.39869
H 3.29232 -2.85291 1.90937
C -1.05616 -4.35503 -3.67839
C -1.40353 -2.88473 -3.84249
C -0.28383 -1.81728 -3.84740
O -0.69376 -1.00116 -4.96528
C -1.78938 -1.48841 -5.60599
O -2.35190 -1.00188 -6.59621
O -2.11075 -2.64370 -4.99747
H -0.15205 -4.64199 -4.21538
H -1.94829 -4.92841 -3.93025
H -0.73221 -4.60504 -2.66811
H -2.09469 -2.63855 -3.03640
H 0.67743 -2.32707 -3.91219
H -0.24975 -1.17846 -2.96489
C -0.32871 2.41473 -3.81613
C 1.14733 2.41805 -4.21938
C 1.96947 1.46183 -3.39823
O 2.74607 0.76939 -4.40207
C 2.29560 1.03591 -5.59283
O 2.69079 0.43933 -6.65681
O 1.32201 1.90259 -5.53094
H -0.49687 2.83382 -2.82406
H -0.79104 1.45003 -4.02515
H -0.87184 3.08010 -4.48724
H 1.68472 3.36287 -4.13801
H 1.35795 0.71790 -2.88763
H 2.64630 1.89942 -2.66440
C -0.01952 5.24223 -0.95438
C 0.44478 5.03418 0.53750
C 1.51304 5.94198 0.99532
O 0.92348 6.63901 2.11331
C -0.34291 6.34005 2.21782
O -1.10626 6.64289 3.13709
O -0.65550 5.48315 1.24668
H 0.83951 5.26914 -1.62479
H -0.48501 6.21590 -1.10730
H -0.71308 4.44867 -1.23244
H 0.67302 4.00126 0.80034
H 1.68776 6.64959 0.18485
H 2.39523 5.32969 1.18226

Computed properties:
**Orbital gap**: 9.31 eV
**ΔE to the lowest compared entry with this formula, charge and spin**: 249.4 kJ/mol
**Charge**: -1

Löwdin population analysis, charges in e, atoms 1 to 8:
1. As 0.98
2. F -0.27
3. F -0.25
4. F -0.24
5. F -0.27
6. F -0.27
7. F -0.27
8. C -0.13

This record from OMol25 describes C25H50BNbO7PPb as an isolated structure at a distorted geometry. The level of theory is ωB97M-V/def2-TZVPD.

Atoms and positions in Å:
C 3.83907 -0.67474 3.59114
C 2.66094 0.41200 4.06930
C 1.13507 -0.23718 3.96953
O 1.13375 -1.09729 2.77770
C 0.28073 -0.57151 1.70156
Nb 1.26528 -0.84992 -0.38873
C 2.67680 0.88638 -0.11414
C 2.08929 2.39556 -0.22642
C 1.13135 2.86420 1.06014
C -0.44416 3.06513 0.66886
C -1.28336 4.09090 1.63470
C -2.84194 4.10282 1.02750
C -3.89791 3.23140 1.92860
C -3.41491 1.70756 2.29177
C -4.68818 0.70868 2.71406
C -4.78307 -0.52669 1.59200
O -6.22880 -0.81026 1.32673
C -6.38431 -2.07320 0.58410
C -0.35102 0.34106 -1.44684
C -0.80070 -0.25196 -2.92964
C 0.28679 0.03342 -4.12327
C 1.67100 0.90248 -4.00421
C 2.67606 1.16769 -5.31469
C 2.30370 0.50437 -6.77536
C 0.91436 -0.39436 -6.91298
C -0.08824 -0.62617 -5.61396
B 2.90660 -2.21919 0.45279
O 2.72629 -3.30363 1.43404
O 4.30292 -2.02347 -0.06523
C 4.44671 -2.63806 -1.39445
C 3.74376 -4.10994 -1.56176
P -0.20311 -2.92342 -0.66392
O -0.09861 -3.97008 0.54184
O -1.88256 -2.34532 -0.61162
O 0.00111 -3.71437 -2.22964
H 4.80658 -0.59614 4.28581
H 3.48804 -1.78936 3.66429
H 4.22982 -0.42505 2.50009
H 2.92862 0.67899 5.19029
H 2.79187 1.39477 3.44047
H 0.27918 0.55897 4.01374
H 1.04206 -0.96570 4.90924
H -0.12436 0.51295 1.86877
H -0.68615 -1.27206 1.68189
H 2.02744 -1.13011 -2.04561
H 3.21039 0.77612 0.94049
H 3.55974 0.79193 -0.91178
H 3.03725 3.11990 -0.13679
H 1.61294 2.68413 -1.27182
H 1.51725 3.92841 1.43972
H 1.34408 2.11913 1.93626
H -1.04764 2.05640 0.63760
H -0.46490 3.51640 -0.43610
H -1.35661 3.72425 2.75184
H -0.84204 5.18628 1.53139
H -2.80075 3.57282 -0.04107
H -3.23150 5.19565 0.81427
H -4.88276 3.11616 1.26373
H -4.23531 3.86521 2.86754
H -2.86524 1.14215 1.41766
H -2.71894 1.79012 3.24883
H -4.33918 0.17198 3.71481
H -5.70204 1.28196 2.82643
H -4.20983 -1.49892 1.94418
H -4.32544 -0.23206 0.55349
H -5.59010 -2.89374 0.83941
H -7.44793 -2.51643 0.88692
H -6.41692 -1.92687 -0.58657
H -1.33413 0.26234 -0.77405
H -0.15688 1.47919 -1.60081
H -1.77799 0.36895 -3.22145
H -1.13230 -1.37328 -2.91393
H 1.97252 1.37071 -2.97373
H 3.64752 1.81807 -5.20868
H 3.02088 0.66402 -7.68739
H 0.67450 -0.88007 -7.96627
H -1.04753 -1.28155 -5.80046
H 2.47926 -4.13302 0.92945
H 5.61402 -2.80711 -1.56959
H 4.07172 -1.95401 -2.28156
H 2.60184 -4.06316 -1.90537
H 3.90530 -4.83730 -0.64109
H 4.30339 -4.64106 -2.47233
H -2.32737 -2.57791 -1.49609
H -0.85510 -4.24752 -2.32435
Pb -1.04793 -0.15840 5.17881

Computed properties:
**Orbital gap**: 2.35 eV
**ΔE to the lowest compared entry with this formula, charge and spin**: 894.6 kJ/mol
**Charge**: +1

Löwdin population analysis, charges in e, atoms 1 to 8:
1. C -0.09
2. C -0.15
3. C -0.42
4. O -0.29
5. C -0.27
6. Nb 1.55
7. C -0.36
8. C -0.28